A 2-piece molecular cluster, C4H12 overall in a non-equilibrium geometry. Source: the OMol25 dataset; level of theory: wB97M-V/def2-TZVPD.

The geometry in ORCA input format:
```
! wB97M-V def2-TZVPD RIJCOSX def2/J DEFGRID3
* xyz 0 1
C 1.296 1.653 -1.774
C 0.859 1.861 -0.250
H 0.392 1.927 -2.329
H 2.204 2.320 -1.909
H 1.574 0.598 -1.889
H -0.103 1.359 -0.314
H 1.621 1.531 0.590
H 0.630 2.843 0.086
C -0.528 -1.829 1.531
C -1.555 -1.669 0.437
H -0.946 -2.689 2.114
H 0.408 -2.241 1.156
H -0.418 -0.961 2.163
H -1.235 -2.081 -0.527
H -1.665 -0.609 0.302
H -2.534 -2.014 0.615
*
```

Output
SMILES string: CC.CC
Maximum force: 3.13 eV/Å
LUMO: 1.121 eV
Energy above the lowest of the compared OMol25 structures with the same formula, charge and spin: 93.4 kJ/mol
Highest occupied orbital energy: -11.2814 eV
Gap between HOMO and LUMO: 0.456 Ha

natural (NBO) atomic charge list, values in e, 5 entries: number 1, C, carries -0.609; number 2, C, carries -0.614; number 3, H, carries 0.207; number 4, H, carries 0.204; number 5, H, carries 0.208